1.
{"formula": "C3H8S", "method": "ωB97M-V/def2-TZVPD", "symbols": ["C", "C", "S", "C", "H", "H", "H", "H", "H", "H", "H", "H"], "positions_angstrom": [[0.72281, -0.22326, -1.17862], [0.51658, -0.52773, 0.33041], [-2.85550, 0.03968, -0.64847], [-0.32797, 0.61279, 1.06807], [0.25777, 0.67634, -1.57597], [0.23192, -0.97018, -1.78644], [1.81579, -0.20759, -1.42406], [1.41601, -0.60506, 0.99673], [-0.05359, -1.46189, 0.53502], [-0.55342, 0.49478, 2.15393], [0.15284, 1.53868, 0.96257], [-1.32324, 0.63344, 0.56684]], "mulliken_charge": [-1.013, -0.241, -0.106, -0.567, 0.338, 0.317, 0.285, 0.323, 0.268, 0.328, 0.353, -0.285], "e_above_lowest_kj_mol": 388.0, "homo_lumo_gap_ev": 6.49, "total_energy_ha": -517.132799, "e_lumo_ha": -0.1150}

---

2.
{"formula": "C3H8S2", "method": "ωB97M-V/def2-TZVPD", "symbols": ["C", "C", "C", "H", "H", "H", "H", "H", "H", "H", "H", "S", "S"], "positions_angstrom": [[1.40999, 0.67085, -0.23093], [0.31477, -0.13467, 0.14563], [-0.88793, 0.41118, -0.34647], [2.60625, -0.20165, -0.71666], [1.95855, 1.59457, 0.92712], [0.59937, 1.51150, -1.50124], [0.08802, -0.32563, 1.20436], [0.32445, -2.54213, 1.03058], [-0.99170, 0.52759, -1.34187], [-1.13718, 1.18649, 0.41851], [-2.88112, -0.18763, 1.00721], [0.94241, -1.69545, -0.31853], [-2.34589, -0.81500, -0.27770]], "mulliken_charge": [-1.137, 0.609, -1.141, 0.250, 0.225, 0.222, 0.341, 0.152, 0.568, 0.310, 0.145, -0.317, -0.227], "e_above_lowest_kj_mol": 926.9, "homo_lumo_gap_ev": 8.55, "total_energy_ha": -915.123917, "e_lumo_ha": -0.0090}

---

3.
{"formula": "C3H8Se", "method": "ωB97M-V/def2-TZVPD", "symbols": ["C", "C", "C", "Se", "H", "H", "H", "H", "H", "H", "H", "H"], "positions_angstrom": [[-1.60583, -0.04256, 0.00494], [-0.18135, -0.48250, 0.20406], [0.77845, 0.73616, -0.06144], [2.84153, -0.06320, 0.38383], [-1.96226, -0.17932, -1.00343], [-2.17178, -0.67678, 0.71178], [-1.69873, 1.04702, 0.30038], [0.16713, -0.89263, 1.20722], [0.21086, -1.24064, -0.50809], [0.77197, 1.00639, -1.15449], [0.53028, 1.78223, 0.47975], [2.31974, -0.99416, -0.56451]], "mulliken_charge": [-1.028, -0.171, -0.882, -0.154, 0.312, 0.283, 0.281, 0.288, 0.265, 0.351, 0.367, 0.088], "e_above_lowest_kj_mol": 50.0, "homo_lumo_gap_ev": 9.19, "smiles": "CCC[SeH]", "total_energy_ha": -2520.466716, "e_lumo_ha": 0.0172}

---

4.
{"formula": "C3H8Si2", "method": "ωB97M-V/def2-TZVPD", "symbols": ["C", "C", "C", "Si", "Si", "H", "H", "H", "H", "H", "H", "H", "H"], "positions_angstrom": [[-0.34536, -0.77621, -0.85198], [0.98747, -0.78311, -0.98343], [-0.87466, -0.32114, 0.47842], [2.09901, -0.37620, 0.60450], [-0.67035, 1.50899, 0.53448], [-1.04806, -1.09386, -1.64656], [1.50305, -0.80448, -1.96266], [-2.03178, -0.61654, 0.52871], [-0.32286, -0.95989, 1.25706], [-0.15111, 1.65164, 1.93254], [2.75431, -1.64862, 0.59239], [0.05723, 1.96519, -0.68652], [-1.95689, 2.25422, 0.20305]], "mulliken_charge": [-0.119, -0.493, -0.758, 0.105, 0.336, 0.315, 0.378, 0.307, 0.336, -0.082, -0.110, -0.071, -0.145], "e_above_lowest_kj_mol": 255.9, "homo_lumo_gap_ev": 7.26, "total_energy_ha": -697.927167, "e_lumo_ha": -0.0344}

---

5.
{"formula": "C3H9AlBO4", "method": "ωB97M-V/def2-TZVPD", "symbols": ["C", "O", "B", "O", "Al", "O", "C", "C", "O", "H", "H", "H", "H", "H", "H", "H", "H", "H"], "positions_angstrom": [[-2.17953, -0.60793, -0.81799], [-1.15000, -1.53504, -1.13961], [0.10717, -1.04730, -1.43575], [0.86234, -1.97471, -2.18668], [0.91355, 0.81736, -0.69709], [-0.20807, 1.50679, 0.54770], [0.24348, 1.14600, 1.82704], [1.41730, 0.17267, 1.65770], [2.18753, 0.55239, 0.55568], [-2.01722, 0.36278, -1.28332], [-3.11963, -1.01772, -1.19626], [-2.26317, -0.47250, 0.26091], [0.88413, -1.69461, -3.09955], [1.38298, 1.90523, -1.79942], [-0.54454, 0.61638, 2.39002], [0.52750, 2.05505, 2.38117], [2.01400, 0.02937, 2.57009], [0.94219, -0.81422, 1.46534]], "mulliken_charge": [-0.574, -0.505, 0.376, -0.578, 0.388, -0.486, -0.242, -0.409, -0.495, 0.258, 0.251, 0.185, 0.259, -0.379, 0.191, 0.286, 0.326, 0.147], "charge": -1, "e_above_lowest_kj_mol": 209.9, "homo_lumo_gap_ev": 7.54, "total_energy_ha": -688.123748, "e_lumo_ha": 0.1296}

---

6.
{"formula": "C3H9B", "method": "ωB97M-V/def2-TZVPD", "symbols": ["B", "C", "C", "C", "H", "H", "H", "H", "H", "H", "H", "H", "H"], "positions_angstrom": [[1.05385, -0.32975, -1.27122], [-1.22607, -0.61842, -0.03034], [0.48559, 0.71240, 1.19662], [0.01615, 0.29364, -0.26756], [0.51371, -0.53042, -2.43265], [2.22575, -0.69667, -1.06459], [-2.12217, -0.06194, -0.03803], [-1.07246, -0.98312, 0.95530], [-1.25129, -1.49509, -0.84899], [0.87069, -0.12580, 1.71490], [1.32028, 1.51184, 1.23162], [-0.33406, 1.17501, 1.65481], [-0.47996, 1.14834, -0.79988]], "lowdin_spin": [0.979, 0.056, 0.105, 0.336, 0.354, 0.099, 0.005, 0.003, 0.018, 0.002, 0.001, 0.020, 0.022], "e_above_lowest_kj_mol": 13.9, "homo_lumo_gap_ev": [6.77, 6.30], "spin_multiplicity": 3, "total_energy_ha": -144.294183, "e_lumo_ha": [0.0326, -0.1639], "s2": 2.0044}

---

7.
{"formula": "C3H9BINO4S", "method": "ωB97M-V/def2-TZVPD", "symbols": ["C", "N", "C", "B", "O", "S", "I", "H", "H", "H", "H", "H", "H", "H", "H", "C", "O", "O", "O", "H"], "positions_angstrom": [[-0.42934, -0.25032, 0.05926], [-0.25448, 1.19379, -0.19459], [-1.08897, 1.64510, -1.36129], [1.06964, 1.53610, -0.46108], [1.51899, 2.80110, -0.55086], [2.24815, 0.06886, -0.74175], [4.21030, 0.87754, -1.85270], [-1.41733, -0.47629, 0.43679], [-0.30917, -0.86892, -0.83645], [0.26647, -0.60067, 0.80709], [-1.32515, 2.68800, -1.22260], [-1.98133, 1.04467, -1.40504], [-0.54559, 1.57789, -2.29864], [1.85610, 3.14910, 0.28963], [1.57526, -0.64425, -1.66257], [-1.51285, -2.75758, 2.10580], [-1.70384, -3.11655, 3.28044], [-0.13395, -2.56673, 1.78558], [-2.29223, -2.50718, 1.18112], [0.24932, -2.79368, 2.64185]], "mulliken_charge": [-1.462, 0.294, -0.938, 0.436, -0.434, -0.088, 0.150, 0.488, 0.285, 0.620, 0.305, 0.331, 0.353, 0.340, 0.296, 0.683, -0.721, -0.498, -0.713, 0.274], "e_above_lowest_kj_mol": 71.1, "homo_lumo_gap_ev": 3.54, "total_energy_ha": -1196.123760, "e_lumo_ha": -0.1272}

---

8.
{"formula": "C3H9BNO2", "method": "ωB97M-V/def2-TZVPD", "symbols": ["B", "C", "C", "C", "N", "O", "O", "H", "H", "H", "H", "H", "H", "H", "H", "H"], "positions_angstrom": [[-1.19014, -0.43687, 0.15472], [0.66946, 1.01837, -0.20938], [-0.61142, 1.76859, -0.10763], [0.38814, -0.30904, 0.35588], [1.22042, -1.44485, -0.24391], [-1.69263, 0.77450, -0.19414], [-1.84194, -1.61858, 0.23840], [1.14431, 1.04546, -1.18730], [1.45868, 1.67880, 0.32536], [-0.78284, 2.14428, 0.88007], [-0.72645, 2.65402, -0.74001], [0.59890, -0.44007, 1.54579], [1.31757, -1.11375, -1.23765], [0.71719, -2.29672, -0.11075], [2.13122, -1.65324, 0.05568], [-2.80048, -1.77090, 0.47487]], "mulliken_charge": [0.563, -0.734, -0.458, -0.039, -0.246, -0.405, -0.605, 0.378, 0.278, 0.292, 0.337, 0.254, 0.397, 0.327, 0.325, 0.335], "charge": 1, "e_above_lowest_kj_mol": 0.0, "homo_lumo_gap_ev": 11.32, "smiles": "[NH3+][C@H]1CCOB1O", "total_energy_ha": -349.617374, "e_lumo_ha": -0.1347}

---

9.
{"formula": "C3H9BO2", "method": "ωB97M-V/def2-TZVPD", "symbols": ["B", "C", "C", "C", "O", "O", "H", "H", "H", "H", "H", "H", "H", "H", "H"], "positions_angstrom": [[0.12924, 0.79286, 0.05796], [1.20353, -0.89637, -1.64746], [-1.47030, 0.28279, 1.83593], [0.21345, -0.70602, -0.49918], [0.85335, 1.77124, -0.52414], [-0.65209, 1.16668, 1.11405], [2.20585, -0.62484, -1.32815], [1.21252, -1.93141, -1.98505], [0.93517, -0.25787, -2.48428], [-1.96159, 0.85892, 2.62107], [-0.87968, -0.51740, 2.29031], [-2.22825, -0.16730, 1.18902], [-0.77960, -1.02163, -0.83237], [0.48241, -1.38342, 0.31649], [0.73600, 2.63376, -0.12420]], "lowdin_spin": [0.428, 0.009, 0.098, 0.109, 0.471, 0.739, 0.003, 0.000, 0.002, -0.001, 0.042, 0.043, 0.030, 0.026, 0.001], "e_above_lowest_kj_mol": 37.4, "homo_lumo_gap_ev": [3.26, 5.47], "spin_multiplicity": 3, "total_energy_ha": -294.833077, "e_lumo_ha": [0.0158, -0.1736], "s2": 2.0069}

---

10.
{"formula": "C3H9BrN3", "method": "ωB97M-V/def2-TZVPD", "symbols": ["C", "C", "C", "N", "N", "N", "Br", "H", "H", "H", "H", "H", "H", "H", "H", "H"], "positions_angstrom": [[1.58287, 0.65881, 0.26228], [-0.76779, 0.74195, -0.66737], [-1.82970, -0.17890, -1.28612], [-1.63075, -2.04090, 1.96461], [-0.50128, -1.84741, 2.01664], [0.39066, -0.15639, -0.04097], [-2.97694, -0.74505, 0.04849], [1.76180, 1.45347, -0.58743], [1.34493, 1.35462, 1.14737], [2.40402, 0.11574, 0.44934], [-0.26553, 1.28731, -1.59222], [-1.36055, 1.47235, 0.00510], [-1.59491, -0.93088, -1.93946], [-2.34602, -2.76171, 2.14721], [0.48938, -0.80459, -0.76439], [-0.07158, -0.54526, 0.80959]], "mulliken_charge": [-0.779, -0.554, -0.555, 0.127, -0.472, -0.038, 0.008, 0.289, 0.318, 0.409, 0.381, 0.373, 0.493, 0.291, 0.358, 0.351], "charge": 1, "e_above_lowest_kj_mol": 432.8, "homo_lumo_gap_ev": [9.32, 6.85], "total_energy_ha": -2857.547896, "e_lumo_ha": [-0.1291, -0.1832]}

---

11.
{"formula": "C3H9Cl2NP", "method": "ωB97M-V/def2-TZVPD", "symbols": ["C", "C", "C", "N", "P", "Cl", "Cl", "H", "H", "H", "H", "H", "H", "H", "H", "H"], "positions_angstrom": [[-2.86253, 0.63804, -0.76151], [-1.11242, -0.57106, -1.75823], [3.31425, -0.04921, 1.85906], [-1.63373, 0.01909, -0.76730], [1.46785, 0.02078, 1.62744], [1.19799, -1.86733, 1.12711], [1.25965, 0.96039, -0.21191], [-3.51567, 0.26513, 0.07151], [-2.86931, 1.73374, -0.78046], [-3.40438, 0.34869, -1.70006], [-0.87878, 0.17457, -0.05171], [-1.68449, -0.58504, -2.66380], [-0.15471, -0.97553, -1.57229], [3.62842, -0.94709, 1.29695], [3.45486, 0.07488, 2.87532], [3.79299, 0.75994, 1.40986]], "mulliken_charge": [-0.761, 0.067, -0.920, 0.180, 0.381, -0.163, -0.258, 0.312, 0.332, 0.278, 0.020, 0.274, 0.220, 0.353, 0.344, 0.339], "charge": 1, "e_above_lowest_kj_mol": 69.0, "homo_lumo_gap_ev": 8.08, "total_energy_ha": -1435.947409, "e_lumo_ha": -0.1797}

---

12.
{"formula": "C3H9Cl3NSi", "method": "ωB97M-V/def2-TZVPD", "symbols": ["C", "C", "C", "N", "Si", "Cl", "Cl", "Cl", "H", "H", "H", "H", "H", "H", "H", "H", "H"], "positions_angstrom": [[-0.27595, 1.48623, -1.07966], [-1.23868, 0.38280, 0.81407], [-0.61799, -0.97464, -1.00300], [-1.16029, 0.33133, -0.55585], [2.49310, -1.18759, 1.07020], [1.68105, -0.71883, 2.79983], [2.76418, -3.08090, 0.40272], [4.01483, 0.09209, 0.69216], [0.79498, 1.12012, -0.93704], [-0.47369, 1.62880, -2.20051], [-0.45805, 2.32052, -0.46172], [-2.17296, -0.17393, 1.19519], [-0.42560, -0.01516, 1.44974], [-1.50511, 1.33146, 1.31318], [-1.28065, -1.78461, -0.76319], [-0.02340, -0.97622, -1.88171], [-2.11579, 0.21853, -0.85442]], "lowdin_spin": [0.013, 0.032, 0.793, 0.096, 0.522, 0.144, 0.148, 0.130, 0.013, 0.001, 0.000, 0.000, 0.010, 0.002, 0.037, 0.043, 0.015], "charge": 1, "e_above_lowest_kj_mol": 0.0, "homo_lumo_gap_ev": [7.48, 8.95], "spin_multiplicity": 3, "total_energy_ha": -1844.243747, "e_lumo_ha": [-0.1185, -0.2092], "s2": 2.0047}